Record 1
{
  "formula": "H30O15",
  "method": "ωB97M-V/def2-TZVPD",
  "elements": ["O", "H", "H", "O", "H", "H", "O", "H", "H", "O", "H", "H", "O", "H", "H", "O", "H", "H", "O", "H", "H", "O", "H", "H", "O", "H", "H", "O", "H", "H", "O", "H", "H", "O", "H", "H", "O", "H", "H", "O", "H", "H", "O", "H", "H"],
  "positions_angstrom": [[-0.408, 0.213, 0.136], [0.262, 0.094, 0.744], [-0.027, -0.122, -0.690], [-2.602, 1.294, -0.827], [-3.175, 1.525, -0.147], [-1.842, 0.954, -0.390], [0.261, -2.484, 2.142], [0.434, -1.922, 1.368], [1.162, -2.500, 2.508], [-0.444, 2.409, -2.546], [0.108, 2.295, -3.336], [-0.938, 1.598, -2.588], [0.114, -0.467, -3.476], [0.951, -0.949, -3.304], [-0.139, -0.503, -4.406], [2.144, -0.502, 1.088], [2.092, -0.335, 2.064], [2.521, 0.284, 0.742], [1.786, 0.854, -1.462], [2.386, 1.340, -0.896], [1.111, 1.452, -1.687], [2.849, -1.352, -2.851], [2.476, -0.817, -2.133], [3.401, -0.804, -3.371], [-2.212, 2.229, 2.176], [-1.734, 1.414, 2.223], [-2.990, 2.193, 2.695], [0.185, -2.218, -1.140], [1.111, -2.150, -0.894], [-0.009, -3.148, -1.150], [-0.740, 0.013, 3.113], [-0.628, -0.937, 3.150], [-1.508, 0.122, 3.635], [-2.315, -1.441, -2.979], [-1.427, -1.136, -2.915], [-2.777, -0.719, -3.374], [1.920, 0.427, 3.939], [2.551, 1.043, 3.609], [1.080, 0.561, 3.543], [0.857, 2.561, 2.175], [0.262, 2.865, 1.428], [0.290, 2.645, 2.909], [-2.465, -1.810, 0.457], [-1.607, -1.406, 0.726], [-2.313, -2.667, -0.024]],
  "orbital_gap_ev": 9.8,
  "energy_ev": -31199.923,
  "e_homo_ha": -0.36517,
  "e_lumo_ev": -0.12,
  "mol_weight_g_mol": 270.2,
  "total_charge": 0
}

=====

Record 2
{
  "formula": "C15H22AsNO5Pd",
  "method": "ωB97M-V/def2-TZVPD",
  "elements": ["Pd", "O", "C", "C", "N", "C", "C", "O", "O", "C", "C", "O", "O", "H", "H", "H", "H", "H", "H", "H", "H", "H", "C", "As", "C", "C", "C", "C", "C", "C", "C", "C", "H", "H", "H", "H", "H", "H", "H", "H", "H", "H", "H", "H", "H"],
  "positions_angstrom": [[0.912, -0.376, 0.896], [0.793, 2.128, -1.166], [0.252, 2.891, -0.097], [-1.114, 2.389, 0.341], [-1.143, 1.093, 1.031], [-1.006, 1.288, 2.479], [0.361, 1.868, 2.891], [0.360, 2.829, 3.682], [1.379, 1.306, 2.389], [-2.425, 0.443, 0.721], [-2.756, -0.967, 1.283], [-3.964, -1.264, 1.141], [-1.837, -1.666, 1.759], [0.961, 1.235, -0.811], [0.115, 3.904, -0.489], [0.948, 2.937, 0.742], [-1.719, 2.305, -0.566], [-1.584, 3.161, 0.977], [-1.107, 0.303, 2.941], [-1.799, 1.953, 2.855], [-2.480, 0.340, -0.366], [-3.260, 1.096, 1.023], [0.621, -3.668, 1.884], [1.012, -2.546, 0.331], [-0.299, -3.381, -0.869], [2.671, -3.518, -0.334], [2.593, -4.996, -0.432], [2.956, -5.815, 0.641], [2.848, -7.196, 0.569], [2.372, -7.805, -0.586], [2.005, -7.007, -1.662], [2.115, -5.628, -1.584], [0.638, -4.734, 1.648], [-0.375, -3.360, 2.206], [1.336, -3.444, 2.676], [-0.289, -4.471, -0.806], [-0.127, -3.063, -1.898], [-1.263, -3.001, -0.529], [3.442, -3.198, 0.367], [2.880, -3.059, -1.301], [3.317, -5.350, 1.551], [3.132, -7.801, 1.422], [2.282, -8.883, -0.643], [1.625, -7.464, -2.569], [1.817, -5.015, -2.427]],
  "orbital_gap_ev": 5.1,
  "energy_ev": -91959.152,
  "e_homo_ha": -0.02063,
  "e_lumo_ev": 4.49,
  "mol_weight_g_mol": 477.7,
  "total_charge": -2
}

=====

Record 3
{
  "formula": "C39H39BrF5N5O2ReSSe",
  "method": "ωB97M-V/def2-TZVPD",
  "elements": ["Re", "Br", "C", "C", "C", "C", "C", "C", "N", "N", "C", "C", "C", "C", "O", "C", "N", "C", "C", "C", "C", "H", "H", "H", "H", "H", "H", "H", "H", "H", "F", "C", "C", "F", "C", "F", "C", "Se", "C", "F", "C", "F", "C", "C", "S", "O", "C", "C", "H", "H", "H", "H", "H", "H", "H", "H", "H", "H", "C", "C", "C", "C", "C", "C", "C", "C", "C", "C", "C", "C", "N", "H", "H", "H", "H", "H", "H", "H", "H", "H", "H", "H", "H", "H", "H", "H", "H", "H", "C", "C", "N", "H", "H", "H"],
  "positions_angstrom": [[-0.506, 0.154, 0.461], [1.477, 7.523, -1.682], [2.733, 6.115, -1.830], [3.259, 5.804, -3.072], [4.195, 4.787, -3.170], [4.563, 4.059, -2.047], [4.047, 4.398, -0.799], [3.131, 5.432, -0.691], [5.595, 3.077, -2.242], [5.560, 1.950, -1.732], [4.423, 1.476, -0.999], [4.667, 0.948, 0.246], [3.642, 0.496, 1.089], [2.336, 0.525, 0.649], [1.301, 0.128, 1.353], [2.084, 0.984, -0.679], [0.779, 0.910, -1.077], [0.459, 1.257, -2.305], [1.424, 1.688, -3.229], [2.734, 1.777, -2.850], [3.106, 1.448, -1.526], [2.959, 6.364, -3.947], [4.653, 4.549, -4.122], [4.360, 3.864, 0.087], [2.731, 5.707, 0.275], [5.694, 0.917, 0.587], [3.859, 0.095, 2.069], [-0.589, 1.196, -2.570], [1.115, 1.937, -4.235], [3.489, 2.082, -3.562], [1.052, -8.323, 6.186], [1.088, -7.184, 5.483], [0.210, -6.155, 5.760], [-0.688, -6.297, 6.747], [0.261, -4.987, 5.022], [-0.629, -4.036, 5.369], [1.163, -4.764, 3.985], [1.241, -3.165, 2.965], [2.028, -5.833, 3.743], [2.940, -5.753, 2.760], [2.004, -7.014, 4.462], [2.861, -8.003, 4.174], [-0.964, -3.672, -3.561], [-0.049, -2.765, -2.752], [-0.420, -2.874, -0.990], [0.356, -1.697, -0.395], [0.523, -4.331, -0.541], [1.999, -4.275, -0.890], [-0.707, -3.612, -4.618], [-2.008, -3.387, -3.446], [-0.862, -4.715, -3.258], [-0.191, -1.709, -2.985], [1.003, -3.004, -2.898], [-0.012, -5.165, -1.005], [0.387, -4.377, 0.545], [2.194, -4.582, -1.918], [2.538, -4.943, -0.219], [2.398, -3.277, -0.709], [-4.078, -1.438, -0.195], [-4.145, -0.362, -1.281], [-3.072, -0.555, -2.353], [-4.210, 1.046, -0.713], [-5.430, 1.699, -0.784], [-5.579, 2.999, -0.327], [-4.487, 3.668, 0.186], [-3.234, 3.065, 0.296], [-2.132, 3.996, 0.798], [-0.922, 3.437, 1.542], [-1.647, 4.852, -0.380], [-3.118, 1.727, -0.126], [-1.936, 1.025, 0.071], [-4.104, -2.432, -0.647], [-4.927, -1.351, 0.485], [-3.161, -1.359, 0.389], [-5.102, -0.490, -1.796], [-2.069, -0.532, -1.929], [-3.143, 0.219, -3.121], [-3.213, -1.523, -2.836], [-6.277, 1.181, -1.219], [-6.542, 3.490, -0.382], [-4.598, 4.692, 0.524], [-2.640, 4.659, 1.504], [-0.260, 2.874, 0.887], [-1.200, 2.801, 2.384], [-0.347, 4.279, 1.936], [-1.130, 4.226, -1.112], [-0.945, 5.612, -0.035], [-2.474, 5.349, -0.888], [-2.342, -1.617, 4.358], [-1.779, -1.073, 3.140], [-1.328, -0.649, 2.180], [-3.314, -1.158, 4.540], [-1.670, -1.406, 5.187], [-2.443, -2.694, 4.252]],
  "orbital_gap_ev": [5.2, 5.1],
  "energy_ev": -214560.437,
  "e_homo_ha": [-0.22279, -0.22279],
  "multiplicity": 2,
  "e_lumo_ev": [-0.86, -0.97],
  "mol_weight_g_mol": 1081.9,
  "total_charge": 0
}

=====

Sequential energy relative to the best compared isomer or geometry (same formula, charge and spin) output: 168.1; 0.0; 92.7 kJ/mol
Sequential max |F| output: 0.06213; 0.00655; 0.00861 Eh/bohr